Entry P
{"formula": "C2H4ClN3O2", "method": "wB97M-V/def2-TZVPD", "spin_multiplicity": 1, "gap_ha": [0.3187, 0.2514], "lumo_ev": [-0.3358, -1.6188], "symbols": ["C", "C", "N", "N", "N", "O", "O", "Cl", "H", "H", "H", "H"], "positions_angstrom": [[0.34203, -1.26462, -0.30510], [-0.72637, -0.56054, 0.52704], [-0.08894, 0.70832, -1.09766], [-0.41728, 0.79547, 0.14777], [1.60417, -0.94298, 0.09381], [1.66962, -0.06749, 0.98433], [2.57588, -1.41414, -0.48260], [-2.37843, -1.02752, 0.01224], [0.16920, -2.09013, -0.97012], [-0.65479, -0.72737, 1.60590], [0.49232, 1.48998, -1.42090], [-0.25332, 1.56288, 0.79615]]}

***

Entry Q
{"formula": "C2H4ClN3O2", "method": "wB97M-V/def2-TZVPD", "spin_multiplicity": 1, "gap_ha": 0.3291, "lumo_ev": -0.1697, "symbols": ["C", "C", "N", "N", "N", "O", "O", "Cl", "H", "H", "H", "H"], "positions_angstrom": [[0.42316, 0.39375, -0.13794], [-0.27523, -0.98254, -0.44657], [-0.83223, 1.06113, 0.04917], [-1.50526, -0.23220, -0.19768], [1.32837, 0.30708, 0.97272], [2.47571, 0.06723, 0.80703], [0.83583, 0.55151, 2.07580], [0.03058, -1.59243, -2.08616], [0.99140, 0.76036, -1.21168], [-0.02526, -1.76773, 0.27967], [-1.28227, 1.52421, 0.83894], [-2.16480, -0.09037, -0.94329]]}

***

Stability order, top to bottom: entry Q, entry P

***

Entry P
{"formula": "C18H20N2O5", "method": "wB97M-V/def2-TZVPD", "spin_multiplicity": 1, "gap_ha": 0.3164, "lumo_ev": 0.3354, "symbols": ["C", "C", "C", "C", "C", "C", "C", "C", "C", "C", "C", "C", "C", "C", "C", "C", "C", "C", "H", "H", "H", "H", "H", "H", "H", "H", "H", "H", "H", "H", "H", "H", "H", "H", "H", "H", "H", "H", "N", "N", "O", "O", "O", "O", "O"], "positions_angstrom": [[1.78882, -2.17685, -1.29435], [0.57202, -2.06693, -0.24443], [3.08153, -1.33842, -0.72491], [3.08157, 0.09355, -0.52452], [2.99993, 0.70464, 0.72525], [2.94902, 1.03096, -1.57824], [2.61406, 1.97772, 1.04083], [2.66752, 2.33536, -1.32817], [2.46707, 2.87385, -0.03828], [-0.51047, -0.41339, 1.24916], [0.08347, -0.33845, 2.61925], [-1.88338, -1.15864, 1.37178], [-2.87841, -0.56305, 0.54068], [-3.85011, 0.20874, 1.20995], [-2.66133, -0.30015, -0.86922], [-4.71622, 0.97063, 0.46597], [-3.64617, 0.25503, -1.70034], [-4.74130, 0.90172, -1.02499], [1.48090, -1.15099, -3.13598], [2.56872, -2.35567, -3.01643], [2.12451, -3.19508, -1.20337], [3.97479, -1.71077, -1.33370], [3.18756, -1.80703, 0.21400], [3.17631, 0.04640, 1.61770], [2.91505, 0.64654, -2.59053], [2.42061, 2.45826, 1.98508], [2.76817, 3.16156, -1.96928], [2.68872, 4.38386, 1.07117], [1.45729, -0.38472, 0.41275], [-0.70170, 0.71975, 1.16158], [-2.21259, -0.90270, 2.42024], [-1.79065, -2.25689, 1.49335], [-3.78825, 0.29589, 2.29814], [-1.72066, -0.66356, -1.25000], [-5.47586, 1.40190, 1.08199], [-3.44733, 0.07347, -2.88833], [-6.48847, 1.78858, -1.24801], [0.53402, -2.21090, 2.15408], [1.63391, -2.13386, -2.70291], [0.51448, -0.85987, 0.30532], [-0.15399, -3.02269, 0.01682], [2.05082, 4.10962, 0.35793], [-0.07497, 0.40750, 3.58667], [-5.65002, 1.69302, -1.70536], [0.59098, -1.52792, 2.97167]]}

***

Entry Q
{"formula": "C18H20N2O5", "method": "wB97M-V/def2-TZVPD", "spin_multiplicity": 1, "gap_ha": 0.3351, "lumo_ev": 0.5687, "symbols": ["C", "C", "C", "C", "C", "C", "C", "C", "C", "C", "C", "C", "C", "C", "C", "C", "C", "C", "H", "H", "H", "H", "H", "H", "H", "H", "H", "H", "H", "H", "H", "H", "H", "H", "H", "H", "H", "H", "N", "N", "O", "O", "O", "O", "O"], "positions_angstrom": [[1.65422, -0.89299, 1.42663], [1.84836, -1.01052, -0.09683], [1.56866, 0.60392, 1.79787], [0.86948, 0.85449, 3.10879], [1.43037, 0.47234, 4.32591], [-0.39033, 1.46347, 3.13539], [0.77151, 0.67747, 5.52624], [-1.06356, 1.69364, 4.32773], [-0.47498, 1.29476, 5.52999], [-0.61085, -0.55789, -0.55837], [-1.64928, -1.66790, -0.82893], [-1.01005, 0.74758, -1.26753], [-0.86871, 0.65887, -2.78221], [-1.88379, 0.11676, -3.57396], [0.28799, 1.11548, -3.42255], [-1.74017, 0.02273, -4.94754], [0.44754, 1.03102, -4.80496], [-0.57661, 0.46580, -5.57242], [3.59800, -1.31773, 1.64165], [2.66930, -2.53888, 2.12695], [0.71103, -1.39592, 1.72295], [1.06149, 1.16122, 0.99801], [2.58288, 1.01397, 1.81858], [2.39130, -0.05454, 4.29221], [-0.85701, 1.82088, 2.21285], [1.21383, 0.37791, 6.43574], [-2.03808, 2.16083, 4.34218], [-0.66981, 1.21754, 7.44099], [0.99740, -0.87106, -1.89456], [-0.66723, -0.37151, 0.54945], [-0.38396, 1.55585, -0.89820], [-2.04384, 0.93761, -0.98770], [-2.82244, -0.24508, -3.10990], [1.10993, 1.56635, -2.83651], [-2.54443, -0.37376, -5.54988], [1.37097, 1.37319, -5.29886], [-1.15954, 0.01263, -7.36602], [-0.18109, -2.80361, -1.03721], [2.75271, -1.51755, 2.15591], [0.73948, -0.99460, -0.90682], [2.95814, -1.12291, -0.56841], [-1.17286, 1.53443, 6.67805], [-2.82451, -1.44923, -0.82210], [-0.37125, 0.40443, -6.91023], [-1.14488, -2.88858, -1.03807]]}

***

Stability order, top to bottom: entry Q, entry P

***

Entry P
{"formula": "C19H28N2O5S", "method": "wB97M-V/def2-TZVPD", "spin_multiplicity": 1, "gap_ha": 0.3532, "lumo_ev": 0.5586, "symbols": ["C", "C", "C", "H", "C", "H", "H", "C", "C", "C", "H", "H", "C", "C", "O", "O", "C", "H", "H", "C", "O", "N", "C", "C", "C", "C", "C", "C", "H", "H", "S", "O", "O", "N", "H", "H", "H", "H", "H", "C", "C", "H", "H", "H", "H", "H", "H", "H", "H", "H", "H", "H", "H", "H", "H"], "positions_angstrom": [[0.15283, -7.47243, -1.78310], [-0.93079, -6.56701, -1.21105], [-0.52590, -5.09523, -1.25960], [-0.31717, -4.82271, -2.29597], [-1.61713, -4.19169, -0.68840], [-1.82629, -4.51096, 0.33557], [-2.53019, -4.33320, -1.26677], [-1.22547, -2.70838, -0.66118], [-2.15150, -1.89978, 0.25534], [-3.56319, -1.77810, -0.31066], [-4.02317, -2.76359, -0.38229], [-4.17135, -1.16524, 0.35621], [-3.53725, -1.12806, -1.69838], [-3.23571, 0.35100, -1.55807], [-3.67851, 1.05593, -0.69173], [-2.44216, 0.82485, -2.54226], [-2.22660, 2.22669, -2.56234], [-1.94424, 2.47961, -3.58709], [-3.15030, 2.75500, -2.30083], [-1.13328, 2.73922, -1.61665], [-0.94241, 3.92481, -1.49438], [-0.44009, 1.75033, -0.99658], [0.58180, 1.85497, -0.05391], [1.11656, 0.66978, 0.45660], [2.12749, 0.71371, 1.39635], [2.60483, 1.93823, 1.81881], [2.09147, 3.11801, 1.31907], [1.07684, 3.08457, 0.38043], [0.66408, 3.99517, -0.02013], [2.50329, 4.05288, 1.66267], [3.87981, 1.99325, 3.05689], [4.54147, 0.72214, 3.12094], [4.65757, 3.18698, 2.89931], [2.94879, 2.15931, 4.45319], [3.11529, 3.04123, 4.90982], [3.08379, 1.38719, 5.08514], [2.56472, -0.18431, 1.80166], [0.73855, -0.28283, 0.11429], [-0.70856, 0.80121, -1.23025], [-2.60294, -1.88598, -2.64233], [-1.20585, -2.07043, -2.05467], [-0.61165, -2.68195, -2.73498], [-0.71239, -1.09679, -1.99458], [-3.04391, -2.86406, -2.84055], [-2.52897, -1.35865, -3.59432], [-4.55367, -1.15614, -2.11360], [-2.19528, -2.37089, 1.23906], [-1.74306, -0.89499, 0.39620], [-0.20993, -2.65369, -0.24809], [0.39568, -4.95745, -0.68899], [-1.85479, -6.70592, -1.77747], [-1.13226, -6.85214, -0.17596], [-0.15510, -8.51428, -1.73717], [0.35300, -7.21961, -2.82219], [1.07750, -7.36281, -1.22077]]}

***

Entry Q
{"formula": "C19H28N2O5S", "method": "wB97M-V/def2-TZVPD", "spin_multiplicity": 1, "gap_ha": 0.3489, "lumo_ev": 0.3912, "symbols": ["C", "C", "C", "H", "C", "H", "H", "C", "C", "C", "H", "H", "C", "C", "O", "O", "C", "H", "H", "C", "O", "N", "C", "C", "C", "C", "C", "C", "H", "H", "S", "O", "O", "N", "H", "H", "H", "H", "H", "C", "C", "H", "H", "H", "H", "H", "H", "H", "H", "H", "H", "H", "H", "H", "H"], "positions_angstrom": [[6.15567, 4.96141, 4.22058], [6.30985, 3.84576, 3.19435], [5.39705, 2.66066, 3.50223], [4.36335, 3.01048, 3.52950], [5.54441, 1.54700, 2.46717], [6.59750, 1.25751, 2.42039], [5.27164, 1.93856, 1.48678], [4.71847, 0.29853, 2.80151], [5.13080, -0.90740, 1.95097], [4.73592, -0.74324, 0.48721], [5.26994, 0.10306, 0.05187], [5.02057, -1.63734, -0.07242], [3.22988, -0.49440, 0.31888], [2.43623, -1.73682, 0.64630], [2.41437, -2.33797, 1.68375], [1.70094, -2.10528, -0.43077], [0.86848, -3.25011, -0.30606], [1.21162, -4.01142, -1.01369], [0.95232, -3.65533, 0.70977], [-0.60486, -2.95362, -0.59618], [-1.44072, -3.81931, -0.49882], [-0.82506, -1.66424, -0.96218], [-2.02158, -1.03820, -1.30518], [-3.24113, -1.71471, -1.33301], [-4.39124, -1.03251, -1.68535], [-4.32435, 0.30870, -2.00443], [-3.12439, 0.99155, -1.98312], [-1.97013, 0.31855, -1.63478], [-1.02250, 0.83784, -1.61857], [-3.11370, 2.03505, -2.25312], [-5.81331, 1.18988, -2.41530], [-5.48221, 2.37527, -3.15138], [-6.78611, 0.27872, -2.94259], [-6.32179, 1.66769, -0.87925], [-7.18920, 1.22628, -0.62055], [-6.38420, 2.66991, -0.80413], [-5.34541, -1.53179, -1.73049], [-3.27370, -2.76187, -1.08263], [0.00273, -1.08098, -1.01037], [2.77895, 0.67908, 1.20269], [3.20718, 0.50048, 2.65576], [2.88279, 1.36653, 3.23397], [2.70592, -0.37806, 3.06457], [3.21178, 1.59449, 0.79578], [1.69120, 0.77994, 1.15407], [3.02391, -0.25607, -0.73046], [6.21031, -1.05793, 2.01575], [4.64330, -1.79756, 2.35035], [4.92136, 0.04940, 3.84955], [5.64001, 2.26851, 4.49263], [6.07580, 4.23363, 2.19993], [7.34854, 3.50752, 3.18033], [6.40076, 4.59920, 5.21662], [6.81608, 5.79289, 3.98570], [5.13192, 5.32954, 4.23374]]}

***

Stability order, top to bottom: entry P, entry Q